# 1
C31H22N5O6Ti | the ωB97M-V functional and the def2-TZVPD basis

The geometry in XYZ format:
```
65
C31H22N5O6Ti (the ωB97M-V functional and the def2-TZVPD basis)
Ti 0.406 0.745 0.100
O -1.484 0.286 -0.783
O -2.931 -5.958 -4.159
O 0.403 -0.529 -1.437
O 2.203 -2.537 1.698
O 2.539 2.404 -2.748
O -4.801 -5.177 -3.424
N 2.005 1.717 -0.589
N -0.706 -0.547 1.609
N -3.595 -5.166 -3.530
N -0.402 2.718 -0.818
N 1.845 -0.356 0.981
C 1.497 -1.577 1.424
C 3.256 1.121 -0.242
C 1.008 1.132 4.221
C -0.347 1.367 4.427
C -2.203 3.716 -2.012
C -0.596 -2.915 1.908
C 1.772 2.267 -1.812
C -1.952 -2.950 2.172
C -2.876 -3.950 -2.990
C -1.651 3.182 -0.866
C -1.028 2.269 3.619
C -1.438 3.733 -3.171
C 5.647 0.915 -0.263
C 0.335 2.764 -1.932
C -1.510 -3.887 -3.140
C 5.566 -0.162 0.603
C -2.965 -1.868 -1.867
C -2.675 -1.763 2.173
C -1.590 -1.778 -1.999
C -0.142 3.248 -3.134
C -0.861 -0.601 -1.404
C -2.016 -0.589 1.874
C -3.631 -2.977 -2.373
C 3.170 0.009 0.622
C 4.329 -0.626 1.044
C 4.489 1.556 -0.694
C 1.010 2.710 2.405
C -0.857 -2.771 -2.627
C -0.351 2.932 2.603
C -0.013 -1.688 1.643
C 1.686 1.810 3.219
H -0.872 0.842 5.215
H -3.506 -1.074 -1.370
H -1.851 4.124 -4.092
H 6.468 -0.662 0.933
H 1.539 0.426 4.847
H 0.218 -2.674 -2.704
H 2.744 1.638 3.065
H -2.447 -3.891 2.379
H -2.540 0.356 1.829
H -0.866 3.666 1.995
H -3.216 4.092 -1.997
H 6.610 1.261 -0.615
H 1.544 3.270 1.648
H 4.541 2.387 -1.382
H -2.080 2.466 3.789
H 0.038 -3.791 1.914
H -3.734 -1.745 2.387
H -0.979 -4.685 -3.637
H -2.225 3.106 0.050
H 4.258 -1.483 1.695
H -4.701 -3.093 -2.292
H 0.517 3.238 -3.991
```

The calculation puts the total energy at -2769.32348 Ha. Its spin multiplicity is 2. For the HOMO energy (spin up / spin down), the calculation gives -7.256 / -7.590 eV. The HOMO-LUMO gap (spin up / spin down) comes out at 6.35 / 6.67 eV.

=====

# 2
C11H17N4 | the ωB97M-V functional and the def2-TZVPD basis

The geometry in XYZ format:
```
32
C11H17N4 (the ωB97M-V functional and the def2-TZVPD basis)
N 2.357 0.792 -0.342
N 0.270 -1.299 1.917
N -1.790 -0.409 1.524
N -1.451 -2.630 1.030
C 0.170 1.385 -0.646
C -0.984 -1.466 1.455
C -1.227 0.400 -2.220
C 1.040 -0.365 -2.130
C -1.104 1.329 -1.206
C 1.220 0.528 -1.061
C 0.147 3.357 1.107
C 1.997 1.572 0.732
C -0.163 -0.311 -2.788
C 0.736 2.063 0.592
C -0.608 -3.778 0.700
H 0.655 3.600 2.027
H 1.037 -1.923 1.739
H 2.844 1.987 1.268
H -1.239 -4.629 0.530
H -2.550 -0.310 0.867
H 1.893 -0.968 -2.417
H -1.600 0.369 2.130
H -2.108 0.347 -2.843
H 0.287 4.074 0.299
H 0.138 -3.864 1.489
H -0.519 -0.919 -3.626
H 0.558 -0.327 1.723
H -1.949 1.944 -0.934
H 3.192 0.261 -0.508
H -0.063 -3.648 -0.245
H -0.884 3.320 1.482
H -2.425 -2.710 0.788
```

The calculation puts the total energy at -648.16944 Ha. Its charge is +1. Its spin multiplicity is 1. For the HOMO energy, the calculation gives -11.195 eV. The HOMO-LUMO gap comes out at 8.58 eV.

=====

# 3
C22H23NO2 | the ωB97M-V functional and the def2-TZVPD basis

The geometry in XYZ format:
```
48
C22H23NO2 (the ωB97M-V functional and the def2-TZVPD basis)
O -0.874 2.964 -1.575
O 2.388 0.386 -2.533
N -1.487 -2.171 -1.815
C 1.195 2.630 0.165
C 1.300 0.913 4.265
C -3.361 -1.504 1.817
C 2.392 1.214 -1.602
C 2.119 -0.109 3.753
C -4.120 -2.161 0.837
C -2.284 -1.979 -0.679
C 0.258 1.437 3.493
C 3.651 1.421 -0.796
C -0.231 -0.964 -0.355
C -3.569 -2.446 -0.424
C 1.970 -0.530 2.435
C -0.287 -1.538 -1.653
C -0.010 1.758 -3.430
C -1.845 -3.032 -2.933
C -2.047 -1.108 1.549
C -1.527 -1.259 0.274
C 0.028 0.920 2.220
C 0.886 -0.376 0.230
C 0.045 2.248 -2.011
C 0.931 0.000 1.629
C 1.172 1.895 -1.116
H -1.481 -2.605 -3.878
H 4.513 1.235 -1.437
H -1.057 1.743 -3.752
H 0.523 2.464 -4.083
H 3.677 0.698 0.031
H -1.434 -0.720 2.357
H -4.118 -2.990 -1.189
H -2.938 -3.137 -2.973
H 1.709 2.068 0.951
H -0.808 1.269 1.616
H 3.704 2.434 -0.387
H -1.401 -4.035 -2.813
H 0.427 0.764 -3.509
H 0.178 2.866 0.490
H 1.476 1.287 5.273
H -0.379 2.243 3.867
H 2.653 -1.271 2.005
H 0.523 -1.623 -2.379
H 1.844 -0.602 -0.250
H -5.147 -2.442 1.055
H 2.898 -0.562 4.382
H -3.790 -1.284 2.793
H 1.735 3.592 0.084
```

The calculation puts the total energy at -1057.27745 Ha. Its spin multiplicity is 1. For the HOMO energy, the calculation gives -6.857 eV. The HOMO-LUMO gap comes out at 5.54 eV.

=====

# 4
C21H29N4O | the ωB97M-V functional and the def2-TZVPD basis

The geometry in XYZ format:
```
55
C21H29N4O (the ωB97M-V functional and the def2-TZVPD basis)
O 1.003 -0.134 -2.148
N -0.492 0.697 1.249
N 1.163 -1.511 2.505
N 1.908 0.464 1.071
N 0.430 1.794 -0.427
C 1.958 -2.479 0.221
C 2.900 -1.214 3.999
C -3.240 2.790 -1.188
C -3.766 1.933 -0.224
C 1.547 -1.692 3.801
C -1.760 2.679 -1.320
C 0.551 1.033 0.674
C -0.338 -0.077 -2.622
C -0.293 -1.642 2.300
C 1.640 2.326 -1.437
C -0.908 2.150 -0.469
C -0.572 0.981 -3.640
C -2.923 1.300 0.477
C 1.651 -2.765 1.588
C -1.758 0.967 -4.391
C -0.658 -0.089 2.409
C -1.415 -0.821 -2.276
C -2.726 0.285 -3.857
C 1.735 0.977 -1.980
C -2.479 -0.708 -2.948
C -1.613 1.151 0.487
H -1.270 3.210 -2.146
H 2.991 -0.064 3.576
H -0.636 -2.278 2.943
H 2.200 -3.347 -0.318
H -1.115 -1.527 -1.488
H 0.251 1.568 -4.041
H -1.808 -0.248 2.725
H 3.030 -1.754 0.096
H -4.741 1.777 -0.202
H 2.227 2.716 -0.955
H 2.776 0.840 0.705
H 2.731 -3.140 2.113
H -1.821 1.586 -5.321
H -3.641 3.243 -2.018
H 2.223 0.976 -3.125
H 0.856 -1.026 4.211
H -3.679 0.395 -4.388
H -0.312 0.314 3.360
H 1.334 -2.198 -0.254
H 0.922 2.603 -1.995
H 1.115 -3.671 1.658
H -0.602 -2.056 1.328
H -3.499 -1.588 -2.561
H 1.654 -0.146 1.842
H 3.642 -1.633 3.365
H 1.399 -2.802 4.200
H 3.062 -1.260 5.044
H 2.566 0.396 -1.634
H -3.399 0.721 1.425
```

The calculation puts the total energy at -1111.02102 Ha. Its charge is +1. Its spin multiplicity is 1. For the HOMO energy, the calculation gives -11.353 eV. The HOMO-LUMO gap comes out at 9.08 eV.

=====

# 5
C2H13O7Zn | the ωB97M-V functional and the def2-TZVPD basis

The geometry in XYZ format:
```
23
C2H13O7Zn (the ωB97M-V functional and the def2-TZVPD basis)
Zn 0.376 -0.847 -0.041
O 2.271 -1.137 -2.748
O -1.835 -1.307 2.209
O -1.997 -0.826 -2.131
O 0.501 -4.017 -0.227
O 0.252 2.559 0.146
O 0.663 4.626 0.771
O 3.085 -0.999 1.596
C -0.135 3.670 0.550
C -1.590 4.019 0.632
H -1.712 -1.413 3.152
H 3.490 -0.154 1.792
H -1.799 4.581 -0.278
H -0.101 -4.716 -0.483
H 3.217 -1.116 -2.890
H -2.102 3.058 0.576
H 3.711 -1.646 1.920
H 1.935 -1.686 -3.456
H -2.780 -1.200 2.100
H 1.227 -4.471 0.202
H -2.118 -1.174 -3.014
H -2.832 -0.408 -1.921
H -1.724 4.604 1.542
```

The calculation puts the total energy at -2389.57664 Ha. Its charge is +1. Its spin multiplicity is 1. For the HOMO energy, the calculation gives -11.770 eV. The HOMO-LUMO gap comes out at 3.56 eV.

=====

# 6
C4H4Cl3NO3 | the ωB97M-V functional and the def2-TZVPD basis

The geometry in XYZ format:
```
15
C4H4Cl3NO3 (the ωB97M-V functional and the def2-TZVPD basis)
Cl -2.721 1.358 0.939
Cl -2.589 -0.254 -1.394
Cl -1.709 -1.378 1.109
O 2.863 -0.596 1.018
O 0.206 -1.195 -1.176
O -0.450 1.529 -1.180
N 1.407 -1.374 -0.546
C 0.608 0.513 0.855
C 1.821 -0.528 0.426
C -1.765 0.079 0.137
C -0.420 0.699 -0.127
H -1.060 1.244 -1.812
H 0.294 0.049 1.695
H 1.254 1.450 1.132
H 2.263 -1.596 -1.076
```

The calculation puts the total energy at -1815.73192 Ha. Its spin multiplicity is 1. For the HOMO energy (spin up / spin down), the calculation gives -8.378 / -8.375 eV. The HOMO-LUMO gap (spin up / spin down) comes out at 7.29 / 7.28 eV.

=====

> Number 5 is which compound?

C2H13O7Zn